1.
{
  "formula": "C33H49Cl24FN2O4PS2",
  "method": "ωB97M-V with the def2-TZVPD basis set",
  "energy_ev": -380399.1307,
  "charge": -1,
  "symbols": ["C", "C", "Cl", "C", "Cl", "C", "C", "O", "N", "O", "O", "P", "F", "O", "C", "C", "C", "C", "S", "C", "S", "N", "C", "C", "C", "C", "C", "C", "C", "C", "C", "C", "C", "C", "H", "H", "H", "H", "H", "H", "H", "H", "H", "H", "H", "H", "H", "H", "H", "H", "H", "H", "H", "H", "H", "H", "H", "H", "H", "H", "H", "C", "Cl", "Cl", "H", "H", "C", "Cl", "Cl", "H", "H", "C", "Cl", "Cl", "H", "H", "C", "Cl", "Cl", "H", "H", "C", "Cl", "Cl", "H", "H", "C", "Cl", "Cl", "H", "H", "C", "Cl", "Cl", "H", "H", "C", "Cl", "Cl", "H", "H", "C", "Cl", "Cl", "H", "H", "C", "Cl", "Cl", "H", "H", "C", "Cl", "Cl", "H", "H"],
  "coordinates": [[-2.93581, -0.63546, -0.09891], [-1.71836, -0.58758, -1.01705], [-1.42369, -2.35069, -1.40574], [-1.84959, 0.19475, -2.35292], [-0.70880, -0.49691, -3.53930], [-1.65683, 1.73926, -2.27534], [-2.87775, 2.46851, -1.59916], [-3.93905, 2.67452, -2.52237], [-4.83879, 1.61368, -2.50643], [-5.19054, 1.34549, -3.59103], [-1.81383, 2.12708, -3.63595], [-0.89355, 3.54229, -4.10923], [0.44148, 2.65520, -4.75502], [-0.18849, 3.58577, -2.54651], [-0.25966, 2.32313, -1.94602], [0.36459, 2.27226, -0.54399], [-0.60073, 2.39313, 0.62864], [0.14007, 2.37355, 1.97819], [-0.48233, 1.08938, 3.13839], [1.05985, 0.43305, 3.75901], [2.10053, 1.45958, 4.45703], [1.27404, -0.97538, 3.58086], [1.47283, -1.72059, 4.79144], [1.16725, -1.24383, 6.07764], [1.38730, -2.03441, 7.22645], [1.89528, -3.34581, 7.09259], [2.15863, -3.83347, 5.80550], [1.96857, -3.03987, 4.66911], [2.28349, -1.23510, 2.57050], [3.61264, -0.78193, 2.66003], [4.49647, -1.07020, 1.61491], [4.10189, -1.80636, 0.48192], [2.78563, -2.28783, 0.41470], [1.89628, -1.99099, 1.45985], [-2.80258, -1.50549, 0.53993], [-3.87428, -0.75924, -0.63777], [-3.01812, 0.21582, 0.57196], [-0.84256, -0.28420, -0.45496], [-2.84183, -0.01559, -2.74030], [-3.22800, 1.97259, -0.69400], [-2.51326, 3.45877, -1.34049], [-2.07241, 4.30788, -3.76099], [-0.24077, 4.73092, -4.51873], [-1.50121, 3.36515, -5.40448], [0.41248, 1.70169, -2.54580], [1.03445, 3.13379, -0.50069], [1.01568, 1.40102, -0.44773], [-1.04782, 3.38433, 0.55501], [-1.41823, 1.68522, 0.57661], [1.18942, 2.15919, 1.79745], [0.07708, 3.31357, 2.50836], [0.77057, -0.25096, 6.20968], [1.17463, -1.64388, 8.21110], [2.05422, -3.93714, 7.98244], [2.52133, -4.84548, 5.70290], [2.19068, -3.47266, 3.70516], [3.93006, -0.21903, 3.52378], [5.51571, -0.70931, 1.65920], [4.79596, -1.99607, -0.32474], [2.42806, -2.86771, -0.43129], [0.88105, -2.35814, 1.41824], [3.12166, 1.47947, -5.11727], [2.63493, 0.46401, -3.76678], [4.55132, 0.82100, -5.95602], [2.29965, 1.52346, -5.81818], [3.35941, 2.46986, -4.75082], [-0.21195, -5.73759, 0.76723], [-0.80929, -7.37805, 0.44048], [1.54763, -5.64375, 0.65040], [-0.65056, -5.06433, 0.04345], [-0.50688, -5.45334, 1.77189], [1.62564, -0.00673, -8.53461], [1.58369, 1.73888, -8.26291], [0.00631, -0.68839, -8.71875], [2.18857, -0.20106, -9.43930], [2.10661, -0.47359, -7.68178], [-4.96606, -0.47908, 3.01815], [-3.61168, -1.24069, 3.85930], [-4.62075, 1.19449, 2.56089], [-5.17531, -1.04170, 2.11513], [-5.82853, -0.48293, 3.67321], [-1.48458, 6.28222, 2.99163], [-2.17982, 4.70515, 2.59873], [0.28092, 6.26845, 2.88061], [-1.86778, 7.01475, 2.29089], [-1.76821, 6.53796, 4.00203], [2.22713, -4.49617, -3.57659], [3.18066, -3.86615, -2.22488], [2.22696, -3.40557, -4.96317], [2.65777, -5.44268, -3.88379], [1.20633, -4.63316, -3.23799], [-7.97689, 1.27506, 0.11427], [-8.39636, 0.29904, 1.53047], [-6.67913, 0.55395, -0.83033], [-8.85406, 1.37135, -0.51453], [-7.65214, 2.24894, 0.46169], [0.82927, 5.74757, -7.83660], [1.13905, 6.95804, -9.10099], [1.14600, 6.36945, -6.22321], [-0.21017, 5.44748, -7.89275], [1.47538, 4.89856, -8.01308], [-0.80687, 6.80493, 7.35903], [-0.84691, 5.08906, 6.94496], [-0.47431, 7.80649, 5.93935], [-1.77077, 7.08832, 7.76420], [-0.02432, 6.97189, 8.08915], [6.54072, -6.64634, -2.32267], [6.40257, -4.88947, -2.30468], [4.98909, -7.43071, -2.66118], [7.24571, -6.93185, -3.09399], [6.88771, -6.97786, -1.35147], [-0.74578, -7.25116, 4.14330], [0.42283, -5.99368, 4.57329], [-2.37621, -6.85275, 4.70247], [-0.76812, -7.35866, 3.06473], [-0.43938, -8.18163, 4.60579]],
  "mulliken_charge": [-1.0751, 0.5695, -0.1791, -0.0269, -0.0348, 0.9821, -0.9845, -0.3038, 0.3432, -0.4417, -0.3458, 0.1088, -0.1890, -0.5879, 0.7239, -1.6764, 1.0448, -0.8606, 0.0187, -0.1905, -0.1027, 0.7161, 1.0428, -0.5556, -0.8138, -0.7193, -0.6818, -0.7274, -0.5396, -0.3833, -1.0499, -0.1672, -0.0887, -0.5739, 0.5918, 0.1879, -0.2339, -0.2392, 0.3186, 0.1617, 0.4435, -0.1047, -0.2993, -0.0646, -0.2641, 0.6417, 0.4966, 0.3072, -0.6299, 0.6319, 0.0663, 0.4667, 0.3944, 0.3920, 0.6704, 0.5803, 0.5346, 0.3524, 0.4672, 0.2423, 0.5845, 0.1206, -0.0553, -0.2135, -0.2484, 0.3522, 0.2249, -0.2213, -0.1065, -0.0306, 0.1166, -0.1446, -0.0768, -0.1682, 0.3321, 0.0527, -0.3978, -0.1171, -0.0865, 0.2244, 0.3880, -0.2792, -0.0515, -0.1465, 0.3442, 0.1484, -0.3511, 0.0150, -0.1014, 0.2717, 0.2121, -0.3792, -0.1796, -0.0240, 0.3836, 0.2307, -0.0040, -0.2063, -0.1601, 0.2730, 0.0519, -0.2788, -0.1029, -0.1433, 0.2703, 0.2778, -0.2915, -0.1002, -0.1552, 0.2908, 0.2547, 0.1410, -0.0673, -0.1684, -0.1844, 0.3180]
}

***

2.
{
  "formula": "C33H49IrN4O7SSi",
  "method": "ωB97M-V with the def2-TZVPD basis set",
  "spin_multiplicity": 2,
  "charge": 1,
  "relative_energy_kj_mol": 418.7,
  "symbols": ["Ir", "O", "C", "O", "C", "C", "C", "C", "C", "C", "C", "C", "C", "N", "H", "H", "H", "H", "H", "H", "C", "C", "N", "C", "S", "N", "C", "C", "H", "H", "H", "H", "H", "H", "H", "H", "H", "H", "H", "H", "O", "C", "O", "C", "C", "C", "C", "C", "C", "N", "O", "O", "H", "H", "H", "H", "C", "Si", "C", "C", "C", "C", "C", "C", "C", "C", "H", "H", "H", "H", "H", "H", "H", "H", "H", "H", "H", "H", "H", "H", "H", "H", "H", "H", "H", "H", "H", "C", "C", "O", "H", "H", "H", "H", "H", "H"],
  "coordinates": [[0.28055, 0.55356, 0.22078], [1.63655, 1.38056, 4.17158], [1.45035, 0.85666, 3.08458], [0.37215, 0.53016, 2.54758], [2.69905, 0.66456, 2.19518], [3.90895, 0.31046, 2.80758], [5.02625, 0.23676, 2.02458], [4.94875, 0.62296, 0.67048], [6.07975, 0.69366, -0.16952], [5.97705, 1.16016, -1.45022], [4.73095, 1.57326, -1.94622], [3.60695, 1.49206, -1.16672], [3.68265, 1.01376, 0.15298], [2.56915, 0.96286, 0.92878], [3.89795, 0.08796, 3.86258], [5.97625, -0.06744, 2.43868], [7.03335, 0.38866, 0.22988], [6.85395, 1.22806, -2.07542], [4.66005, 1.94346, -2.95822], [2.64105, 1.81526, -1.52062], [-1.53635, 4.59266, 5.14378], [-1.14035, 3.21176, 4.62798], [-0.50975, 3.25876, 3.32018], [-1.12025, 3.23356, 2.14238], [-0.17215, 3.14196, 0.71358], [-2.44445, 3.33636, 2.07028], [-3.21315, 3.47556, 0.85468], [-3.55245, 4.93386, 0.57468], [-2.00235, 4.48606, 6.11828], [-2.23415, 5.10536, 4.48488], [-0.65455, 5.21556, 5.25678], [-2.00815, 2.54686, 4.59658], [-0.40905, 2.76896, 5.30608], [0.49685, 3.17386, 3.32958], [-2.93915, 3.52516, 2.93168], [-4.12795, 2.88806, 0.95288], [-2.62425, 3.06536, 0.03408], [-4.14265, 5.36526, 1.37938], [-4.12135, 5.00516, -0.34682], [-2.63905, 5.51036, 0.46668], [2.49255, -2.14054, 1.40828], [1.36845, -2.48594, 1.07758], [0.42685, -1.75394, 0.65348], [1.00215, -3.97184, 1.09578], [1.97025, -4.95414, 1.28268], [1.62115, -6.29654, 1.22308], [0.31185, -6.67244, 0.97528], [-0.64895, -5.68284, 0.80728], [-0.31315, -4.34034, 0.86928], [-2.02505, -6.03094, 0.53808], [-2.81915, -5.11604, 0.44368], [-2.29815, -7.20224, 0.41488], [2.99395, -4.66224, 1.46408], [2.37335, -7.05864, 1.35828], [0.01835, -7.70854, 0.90098], [-1.07985, -3.59534, 0.72668], [0.59245, 2.01546, -3.24052], [-0.13545, 0.56836, -2.15772], [-1.98265, 0.41016, -2.96572], [-2.65575, -0.94394, -2.75942], [-2.78705, 1.45516, -2.18982], [-2.01805, 0.75136, -4.45842], [1.04155, -1.43484, -2.87432], [0.21145, -2.57874, -2.39352], [1.14435, -1.28574, -4.35432], [2.33585, -1.29944, -2.14002], [1.31865, 1.66826, -3.97002], [1.08115, 2.76296, -2.61992], [-0.18655, 2.54046, -3.78522], [-2.48825, -1.32884, -1.75832], [-2.30925, -1.67644, -3.48192], [-3.73085, -0.83214, -2.89702], [-2.87055, 1.15726, -1.14852], [-3.78815, 1.53946, -2.60962], [-2.32075, 2.43596, -2.23922], [-1.21555, 0.27176, -5.01352], [-1.95905, 1.82346, -4.62432], [-2.96085, 0.40676, -4.88172], [-0.65225, -2.76534, -3.02082], [-0.10365, -2.43614, -1.36192], [0.82405, -3.48494, -2.40242], [0.17355, -1.31514, -4.83732], [1.72105, -2.13144, -4.73902], [1.67385, -0.38414, -4.64742], [2.17505, -1.12874, -1.07812], [2.95225, -0.50124, -2.54052], [2.89905, -2.23274, -2.22232], [-4.12285, -0.89704, 1.31198], [-2.62475, -1.13444, 1.21008], [-1.93305, 0.11596, 1.23908], [-4.63495, -1.85154, 1.27858], [-4.46775, -0.28064, 0.48588], [-4.36215, -0.40114, 2.24868], [-2.38695, -1.62954, 0.26568], [-2.27835, -1.77174, 2.02498], [-1.50065, 0.18806, 2.10238]],
  "lowdin_spin": [0.0787, 0.0028, 0.0007, 0.0097, 0.0000, -0.0001, 0.0001, 0.0000, 0.0002, 0.0001, 0.0000, -0.0001, 0.0002, 0.0000, 0.0000, 0.0000, 0.0000, 0.0000, 0.0000, -0.0002, 0.0000, -0.0001, -0.0006, -0.0007, -0.0038, -0.0004, 0.0000, 0.0000, 0.0000, 0.0000, 0.0000, 0.0000, 0.0000, 0.0000, 0.0000, 0.0000, 0.0000, 0.0000, 0.0000, 0.0000, -0.0001, 0.0008, 0.0063, 0.0004, 0.0002, 0.0000, 0.0000, 0.0000, 0.0001, 0.0000, 0.0000, 0.0000, 0.0000, 0.0000, 0.0000, 0.0000, 0.0146, 0.1569, 0.0317, 0.0000, 0.0153, 0.0004, 0.3922, 0.0576, 0.0702, 0.0572, 0.0017, 0.0012, 0.0016, 0.0000, -0.0001, 0.0005, 0.0005, 0.0036, 0.0006, 0.0001, 0.0000, 0.0003, 0.0003, 0.0083, 0.0247, 0.0036, 0.0295, 0.0036, 0.0059, 0.0010, 0.0242, -0.0001, -0.0001, -0.0014, 0.0000, 0.0000, 0.0000, 0.0000, 0.0000, 0.0000]
}

***

3.
{
  "formula": "C33H50BN6O2S3Ti",
  "method": "ωB97M-V with the def2-TZVPD basis set",
  "spin_multiplicity": 3,
  "charge": -1,
  "relative_energy_kj_mol": 165.4,
  "symbols": ["Ti", "C", "C", "C", "C", "N", "N", "B", "N", "N", "C", "C", "C", "C", "C", "S", "C", "C", "C", "C", "N", "N", "C", "C", "C", "C", "C", "S", "C", "C", "C", "C", "C", "S", "C", "C", "C", "C", "H", "H", "H", "H", "H", "H", "H", "H", "H", "H", "H", "H", "H", "H", "H", "H", "H", "H", "H", "H", "H", "H", "H", "H", "H", "H", "H", "H", "H", "H", "H", "H", "H", "H", "H", "H", "H", "H", "H", "C", "C", "C", "C", "C", "H", "H", "H", "H", "H", "H", "H", "H", "H", "H", "O", "C", "O", "H"],
  "coordinates": [[-0.57217, -2.65375, -0.22804], [1.19363, -1.10965, -4.92414], [1.27343, -0.49805, -3.55814], [2.34473, 0.34355, -3.23444], [2.31773, 0.95455, -1.97294], [1.38353, 0.72385, -1.09344], [0.38403, -0.15425, -1.33854], [-0.49137, -0.55165, -0.16144], [-1.85527, 0.15885, -0.19844], [-1.89207, 1.36285, 0.37186], [-2.98757, 2.07815, 0.35526], [-4.09687, 1.69215, -0.41054], [-4.11197, 0.40225, -0.92654], [-5.25947, -0.12975, -1.71744], [-2.99827, -0.41665, -0.67544], [-3.05947, -2.10525, -0.85214], [-2.92997, 3.29935, 1.25296], [-1.76467, 4.18765, 0.80676], [-2.66207, 2.77105, 2.66936], [-4.23537, 4.09185, 1.25316], [0.12043, -0.38965, 1.23976], [0.70553, 0.72805, 1.71406], [1.42923, 0.68035, 2.79716], [1.72023, -0.54995, 3.43126], [0.89913, -1.62715, 3.13356], [0.93943, -2.89625, 3.92916], [-0.02427, -1.47735, 2.09756], [-1.40547, -2.50825, 2.01756], [1.86773, 1.97055, 3.47666], [1.29593, 1.95055, 4.90426], [1.30983, 3.20805, 2.77896], [3.39693, 2.06345, 3.53486], [0.31613, -0.75455, -2.60244], [-0.99727, -1.84865, -3.06974], [3.38513, 1.96885, -1.59574], [4.75643, 1.28745, -1.60574], [3.39133, 3.12645, -2.60434], [3.09253, 2.53075, -0.20904], [2.01683, -0.75895, -5.54164], [0.24963, -0.84125, -5.39084], [1.23533, -2.19465, -4.86434], [3.14333, 0.51035, -3.93944], [-4.93747, 2.34405, -0.57884], [-6.10497, 0.55355, -1.68254], [-5.54987, -1.10855, -1.34204], [-4.94617, -0.26125, -2.75364], [-0.87157, 3.57685, 0.71156], [-1.58687, 4.98305, 1.52966], [-1.98087, 4.63875, -0.16004], [-1.76897, 2.15065, 2.65596], [-3.49657, 2.15835, 3.00926], [-2.52927, 3.59465, 3.36996], [-4.43467, 4.50835, 0.26876], [-4.16767, 4.91095, 1.96706], [-5.06697, 3.45525, 1.54576], [2.45823, -0.63445, 4.21366], [1.59933, -2.78325, 4.78696], [1.29213, -3.72195, 3.30706], [-0.06407, -3.14825, 4.27046], [0.21453, 1.84315, 4.86686], [1.53203, 2.87985, 5.42036], [1.69603, 1.12565, 5.48526], [0.22713, 3.17385, 2.76536], [1.65543, 3.26055, 1.75706], [1.62743, 4.10605, 3.30886], [3.82763, 1.22505, 4.07686], [3.68973, 2.98455, 4.03726], [3.81443, 2.06965, 2.53206], [4.98633, 0.90015, -2.59514], [4.76523, 0.46175, -0.90014], [5.53543, 1.99645, -1.32964], [3.75593, 2.80585, -3.57794], [4.04403, 3.92105, -2.24414], [2.38923, 3.53175, -2.72334], [3.01813, 1.71695, 0.50506], [2.13243, 3.03835, -0.23034], [3.87233, 3.23115, 0.09386], [-0.27277, -5.72955, -2.88434], [-1.26677, -4.65705, -2.41064], [-1.92257, -5.18035, -1.11314], [-2.35747, -4.46925, -3.46774], [-0.47707, -3.36505, -2.13194], [-0.77667, -6.68145, -3.04654], [0.50343, -5.87105, -2.13144], [0.19663, -5.43325, -3.82014], [-2.36807, -6.16335, -1.28034], [-2.72337, -4.51755, -0.77874], [-1.17637, -5.27655, -0.31824], [-2.88597, -5.40605, -3.64664], [-1.91637, -4.13085, -4.40254], [-3.07177, -3.72005, -3.12974], [0.56323, -3.49385, -2.47684], [0.72993, -4.29965, 0.71456], [1.63033, -3.51085, 0.41666], [1.46943, -2.51205, -0.31024], [2.67063, -3.69625, 0.80136]],
  "lowdin_spin": [0.1322, -0.0017, 0.0465, 0.2307, 0.0247, 0.1459, 0.2521, 0.0312, 0.0102, 0.0027, 0.0001, 0.0025, 0.0005, -0.0001, 0.0047, -0.0003, 0.0000, 0.0000, 0.0009, 0.0001, 0.2286, 0.1347, 0.0154, 0.1997, 0.0298, -0.0028, 0.1819, 0.0592, -0.0033, 0.0020, 0.0029, -0.0007, 0.1649, 0.0233, -0.0042, 0.0001, 0.0009, 0.0025, 0.0011, -0.0005, -0.0013, 0.0180, 0.0002, 0.0000, 0.0000, 0.0000, 0.0001, 0.0000, 0.0000, 0.0010, 0.0000, 0.0000, 0.0000, 0.0000, 0.0000, 0.0162, 0.0011, -0.0023, -0.0006, -0.0001, -0.0003, 0.0022, 0.0013, -0.0001, 0.0005, 0.0007, -0.0003, -0.0001, 0.0013, -0.0001, -0.0004, 0.0014, -0.0003, 0.0000, 0.0001, 0.0008, 0.0002, 0.0004, 0.0020, 0.0020, 0.0006, 0.0186, 0.0001, 0.0000, 0.0000, 0.0003, 0.0003, 0.0006, 0.0000, -0.0001, 0.0002, 0.0007, 0.0061, 0.0029, 0.0080, 0.0001]
}